C22H33N11 as an isolated structure, computed with ωB97M-V/def2-TZVPD.

```
! RIJCOSX wB97M-V def2-TZVPD def2/J DEFGRID3
* xyz 0 1
C -2.28 2.35 -1.47
C -2.56 2.26 -2.89
N -2.80 2.23 -4.03
H -3.20 2.07 -0.95
H -2.08 3.39 -1.21
H -1.54 1.63 -1.12
C 1.80 2.79 0.58
C 3.21 2.92 0.23
N 4.32 3.03 -0.02
H 1.08 3.56 0.30
H 1.79 2.59 1.65
H 1.48 1.90 0.05
C 1.54 2.55 -2.37
C 0.46 2.01 -1.53
N -0.38 1.59 -0.87
H 2.51 2.25 -1.98
H 1.52 3.61 -2.62
H 1.49 2.05 -3.33
C -2.94 -0.65 -3.11
C -2.62 -0.34 -1.71
N -2.30 -0.16 -0.61
H -2.09 -0.73 -3.79
H -3.67 0.08 -3.47
H -3.37 -1.65 -3.17
C 1.90 -2.14 -0.08
C 1.91 -3.23 0.85
N 1.93 -4.09 1.72
H 2.82 -1.64 0.19
H 1.05 -1.48 0.07
H 1.78 -2.53 -1.10
C -2.40 -2.20 0.32
C -1.06 -2.68 -0.03
N 0.00 -3.04 -0.36
H -2.85 -2.89 1.04
H -2.96 -2.24 -0.61
H -2.20 -1.21 0.75
C -0.52 -0.01 0.10
C 0.90 0.24 0.35
N 2.01 0.45 0.54
H -1.03 0.94 0.28
H -0.95 -0.86 0.63
H -0.55 -0.14 -0.98
C -2.69 0.30 1.86
C -1.48 1.12 2.12
N -0.53 1.78 2.28
H -2.43 -0.76 1.85
H -2.96 0.64 0.86
H -3.51 0.38 2.57
C 1.10 0.50 2.62
C 2.00 -0.34 3.55
N 2.60 -0.88 4.39
H 0.38 1.11 3.15
H 0.60 -0.14 1.90
H 1.76 1.18 2.08
C 2.15 -0.21 -2.22
C 3.16 -1.22 -1.96
N 4.11 -1.97 -1.83
H 2.62 0.75 -2.44
H 1.52 -0.08 -1.34
H 1.54 -0.46 -3.09
C 0.49 -2.65 3.17
C -0.48 -1.82 2.49
N -1.21 -1.14 1.92
H 0.01 -3.61 3.32
H 0.85 -2.20 4.10
H 1.24 -2.88 2.41
*
```

Calculated values
LUMO level (eV): -0.1139
E (eV): -39705.31033
Energy relative to the best compared isomer or geometry (same formula, charge and spin) (kJ/mol): 3132.7

Charge distribution, natural (NBO) scheme, values in e: number 1, C, carries -0.7529; number 2, C, carries 0.2954; number 3, N, carries -0.3804; number 4, H, carries 0.2415; number 5, H, carries 0.2450; number 6, H, carries 0.2738; number 7, C, carries -0.7830; number 8, C, carries 0.2890; number 9, N, carries -0.3433; number 10, H, carries 0.2433; number 11, H, carries 0.2564; number 12, H, carries 0.3028; number 13, C, carries -0.7345; number 14, C, carries 0.4868; number 15, N, carries -0.5377; number 16, H, carries 0.2717; number 17, H, carries 0.2784; number 18, H, carries 0.2686; number 19, C, carries -0.7279; number 20, C, carries 0.4079; number 21, N, carries -0.4963; number 22, H, carries 0.2667; number 23, H, carries 0.2895; number 24, H, carries 0.2541; number 25, C, carries -0.7716; number 26, C, carries 0.3931; number 27, N, carries -0.3770; number 28, H, carries 0.2634; number 29, H, carries 0.2837; number 30, H, carries 0.2992; number 31, C, carries -0.7029; number 32, C, carries 0.3382; number 33, N, carries -0.4052; number 34, H, carries 0.2504; number 35, H, carries 0.2336; number 36, H, carries 0.2997; number 37, C, carries -0.8193; number 38, C, carries 0.3895; number 39, N, carries -0.4919; number 40, H, carries 0.4049; number 41, H, carries 0.2752; number 42, H, carries 0.2632; number 43, C, carries -0.7540; number 44, C, carries 0.3801; number 45, N, carries -0.4636; number 46, H, carries 0.2839; number 47, H, carries 0.2732; number 48, H, carries 0.2638; number 49, C, carries -0.6877; number 50, C, carries 0.2906; number 51, N, carries -0.3740; number 52, H, carries 0.2872; number 53, H, carries 0.2404; number 54, H, carries 0.2487; number 55, C, carries -0.7611; number 56, C, carries 0.2842; number 57, N, carries -0.3169; number 58, H, carries 0.2534; number 59, H, carries 0.2783; number 60, H, carries 0.2451; number 61, C, carries -0.7797; number 62, C, carries 0.5628; number 63, N, carries -0.6595; number 64, H, carries 0.2678; number 65, H, carries 0.2979; number 66, H, carries 0.2978